No. 1
Entry from OMol25: a structure of composition C13H30Cl2F3N2O8V in a non-equilibrium geometry (ωB97M-V with the def2-TZVPD basis set).

Atoms and positions in Å:
O 2.36 -0.80 0.45
V 0.76 -0.89 0.55
C -0.11 2.58 0.11
O -1.10 2.29 1.01
O 0.50 1.34 -0.18
C -0.72 3.39 -1.09
F -1.44 4.42 -0.66
F 0.23 4.01 -1.78
F -1.59 2.75 -1.94
C -1.30 3.26 2.07
C -2.34 2.56 2.95
H -3.12 2.08 2.37
H -1.82 1.81 3.55
H -2.89 3.21 3.63
H -1.74 4.19 1.70
H -0.46 3.56 2.70
H 0.69 3.05 0.69
Cl 0.76 -3.64 0.63
Cl 0.63 -0.46 3.09
C 3.21 2.97 -3.48
C 2.23 1.82 -3.25
O 2.82 1.09 -2.13
H 2.97 3.50 -4.40
H 4.23 2.61 -3.53
H 3.17 3.69 -2.66
H 2.05 1.20 -4.12
H 1.25 2.23 -2.99
H 2.25 1.38 -1.41
C 1.53 -1.97 -2.60
O 0.60 -1.39 -1.75
C -0.79 -1.68 -2.20
C -1.63 -0.82 -1.37
N -1.49 -1.09 0.01
C -2.53 -0.50 0.76
C -3.83 -1.26 0.64
O -3.64 -2.67 0.47
C -3.71 -3.43 1.68
H 1.61 -3.02 -2.30
H 2.53 -1.55 -2.49
H 1.24 -1.89 -3.65
H -0.94 -2.76 -2.12
H -0.93 -1.30 -3.21
H -2.62 -0.88 -1.81
H -1.34 0.22 -1.48
H -1.82 -2.03 0.16
H -2.66 0.58 0.73
H -2.08 -0.64 1.75
H -4.36 -0.94 -0.26
H -4.52 -1.03 1.46
H -3.10 -2.98 2.46
H -3.19 -4.38 1.54
H -4.77 -3.63 1.86
C 4.21 -2.10 2.43
N 4.72 -3.18 3.33
O 5.91 -3.36 3.48
O 3.89 -3.98 3.82
H 3.17 -1.92 2.72
H 4.29 -2.38 1.38
H 4.81 -1.24 2.71

Properties
HOMO (alpha / beta) ... 0.530 / -2.235 eV
Total charge ... -2
E_LUMO (alpha / beta) ... 4.687 / 4.685 eV
⟨S²⟩ ... 2.0191
Maximum force ... 5.0 eV/Å
Multiplicity ... 3
Total energy ... -92211.01794 eV

***

No. 2
Entry from OMol25: a structure of composition C13H30ClLiN2O7 in a non-equilibrium geometry (ωB97M-V with the def2-TZVPD basis set).

Atoms and positions in Å:
Li -0.87 2.30 -3.77
Cl -0.61 5.20 -2.57
C -4.66 2.51 -5.27
O -4.97 3.15 -4.20
O -3.55 2.06 -5.57
O -5.56 2.55 -6.17
C -4.34 -2.05 -4.30
O -3.09 -2.57 -4.43
C -2.49 -2.91 -3.18
C -1.82 -1.67 -2.65
N -1.03 -0.84 -3.59
C 0.40 -1.32 -3.71
C 1.15 -0.60 -4.79
O 0.76 0.78 -4.96
C 1.67 1.69 -5.62
H -4.41 -1.15 -3.68
H -4.86 -2.89 -3.84
H -4.79 -1.73 -5.24
H -1.78 -3.71 -3.43
H -3.23 -3.25 -2.46
H -1.26 -1.91 -1.75
H -2.60 -1.01 -2.26
H -1.49 -0.87 -4.48
H 0.31 -2.40 -3.77
H 1.06 -1.10 -2.87
H 0.93 -1.11 -5.73
H 2.22 -0.76 -4.75
H 2.64 1.81 -5.13
H 1.29 2.71 -5.68
H 1.84 1.32 -6.64
C 2.25 3.00 6.84
O 1.88 1.70 6.61
C 2.34 0.71 7.43
C 1.52 -0.50 7.18
N 1.89 -1.41 5.94
C 1.35 -0.76 4.77
C 1.98 -1.40 3.51
O 1.18 -1.03 2.47
C 1.13 0.41 2.14
H 2.24 3.41 7.86
H 1.62 3.58 6.17
H 3.28 3.14 6.52
H 2.13 1.16 8.40
H 3.38 0.46 7.25
H 0.45 -0.34 7.20
H 1.62 -1.31 7.91
H 2.88 -1.39 5.77
H 1.48 0.32 4.81
H 0.27 -0.90 4.83
H 2.11 -2.47 3.67
H 2.98 -0.98 3.42
H 0.51 0.54 1.25
H 2.06 0.76 1.70
H 0.59 1.08 2.81

Properties
HOMO ... 2.147 eV
Total charge ... -2
Energy relative to the best compared isomer or geometry (same formula, charge and spin) ... 187.0 kcal per mole
E_LUMO ... 3.145 eV
Maximum force ... 5.3 eV/Å
Total energy ... -44001.55618 eV

***

No. 3
Entry from OMol25: a cluster of 6 separate species, C13H30F9N2O7 in total in a non-equilibrium geometry (ωB97M-V with the def2-TZVPD basis set).

Atoms and positions in Å:
N 0.01 0.18 0.45
H 0.01 -0.47 1.22
H -0.21 1.11 0.78
H -0.58 -0.20 -0.27
H 0.95 0.10 0.10
N -1.61 -3.16 0.26
H -1.39 -2.65 -0.58
H -1.27 -4.10 0.14
H -2.59 -3.13 0.49
H -1.14 -2.71 1.03
C -1.29 3.03 2.04
O -1.06 2.87 0.68
O -1.14 1.76 2.61
C -0.38 4.24 2.66
F -0.33 4.23 3.96
F 0.88 4.23 2.34
F -0.98 5.41 2.33
C -0.97 4.03 -0.19
C -0.73 3.41 -1.57
H -1.50 2.71 -1.88
H -0.68 4.14 -2.38
H 0.23 2.90 -1.68
H -0.15 4.69 0.09
H -1.82 4.71 -0.16
H -2.33 3.36 2.08
C -1.50 -0.59 -2.97
O -2.97 -0.69 -3.10
O -1.11 -1.25 -1.77
C -0.74 -0.89 -4.36
F -0.80 0.08 -5.29
F 0.61 -1.02 -4.27
F -1.14 -2.05 -4.87
C -3.75 0.20 -2.24
C -4.06 1.52 -2.88
H -3.27 2.15 -3.30
H -4.85 1.33 -3.60
H -4.61 2.14 -2.18
H -3.43 0.32 -1.20
H -4.61 -0.43 -2.01
H -1.37 0.48 -2.88
C 1.31 -2.17 2.99
O 2.31 -2.59 2.11
O 0.05 -1.96 2.34
C 1.26 -3.37 4.07
F 0.33 -3.30 4.91
F 1.07 -4.58 3.51
F 2.43 -3.56 4.79
C 3.73 -2.47 2.27
C 4.20 -3.25 1.05
H 3.56 -2.79 0.30
H 5.23 -3.23 0.68
H 4.10 -4.33 1.14
H 4.10 -2.90 3.20
H 4.08 -1.44 2.32
H 1.63 -1.24 3.46
C 3.02 0.14 -1.47
O 2.62 0.11 -0.11
H 3.74 -0.59 -1.84
H 2.12 0.15 -2.09
H 3.40 1.12 -1.75
H 3.39 0.30 0.43

Properties
HOMO ... -4.252 eV
Total charge ... -1
E_LUMO ... 2.448 eV
Maximum force ... 4.4 eV/Å
Total energy ... -55735.87371 eV

***

Question: maximum force of number 3 (C13H30F9N2O7)?
Answer: 4.4 eV/Å

***

Question: Which value of maximum force does entry 1 give?
Answer: 5.0 eV/Å

***

Question: Which formula does entry 1 have?
Answer: C13H30Cl2F3N2O8V

***

Question: Number 2 is which compound?
Answer: C13H30ClLiN2O7